Run i
This record from OMol25 describes a cluster of 2 separate species, C3H7N2OS in total. The level of theory is ωB97M-V/def2-TZVPD.

The HOMO-LUMO gap comes out at 0.3402 Eh. For the HOMO energy, the calculation gives -13.188 eV. Its spin multiplicity is 1. The net charge is +1.

Each line ends with the Löwdin charge.
Atoms and positions in Å:
H  1.59  -0.14  -1.06  0.1571
H  -2.59  -1.65  -0.05  0.2201
H  0.84  -1.62  1.36  0.1195
C  -1.95  0.13  0.06  -0.3552
H  -2.48  2.32  -0.33  0.0609
N  0.84  0.79  0.52  -0.3773
O  -1.68  -1.13  0.10  0.0165
N  1.14  -1.52  0.44  0.2100
H  0.30  2.35  -0.94  -0.1362
H  1.77  -2.21  0.03  0.1596
C  -2.27  1.26  -0.13  0.0879
H  0.47  0.68  1.49  0.1312
S  0.91  2.45  0.20  0.8935
C  1.21  -0.34  -0.09  -0.1876



Run ii
This record from OMol25 describes the ion C3H7N2OS with charge +1. The level of theory is ωB97M-V/def2-TZVPD.

The HOMO-LUMO gap comes out at 0.3268 Eh. For the HOMO energy, the calculation gives -14.422 eV. Its spin multiplicity is 1. The net charge is +1.

Each line ends with the Löwdin charge.
Atoms and positions in Å:
H  -1.55  -1.35  0.50  0.0128
S  -0.82  -0.35  -1.57  1.0770
H  -1.77  -2.44  -0.79  0.0748
C  0.16  0.90  0.01  -0.3387
H  3.21  0.69  0.21  0.0534
O  -1.95  0.56  -1.51  -0.5306
H  -1.55  1.54  -0.32  0.1057
C  -1.08  -1.75  -0.29  -0.1622
H  2.88  -0.55  1.40  0.1300
N  1.27  0.46  0.38  0.0838
C  2.48  0.22  0.69  0.1519
H  -0.11  -2.08  -0.19  0.0192
N  -0.72  1.78  0.35  0.1779
H  -0.44  2.37  1.11  0.1450



Run iii
This record from OMol25 describes the ion C3H7N2OS with charge +1. The level of theory is ωB97M-V/def2-TZVPD.

The HOMO-LUMO gap comes out at 0.3336 Eh. Its SMILES is C/C=N/[C@]1([NH3+])OS1. For the HOMO energy, the calculation gives -13.682 eV. Its spin multiplicity is 1. The net charge is +1.

Each line ends with the Löwdin charge.
Atoms and positions in Å:
C  -1.21  -0.52  0.34  -0.1268
H  2.52  1.65  -0.09  0.1432
H  2.67  0.29  -0.94  0.1361
H  1.61  1.36  -1.38  0.1753
C  -2.46  -0.34  -0.31  -0.0192
N  -0.17  0.03  -0.16  0.1015
C  1.09  -0.10  0.33  -0.7534
H  -2.47  0.43  -1.05  0.1054
S  1.65  -0.22  2.11  0.9935
H  -3.14  -0.03  0.40  0.0834
O  1.80  -1.13  0.68  -0.3216
H  -1.10  -1.10  1.25  0.1422
H  -2.78  -1.24  -0.64  0.0745
N  2.01  0.91  -0.54  0.2660



Run iv
This record from OMol25 describes the ion C3H7N2OS with charge +1. The level of theory is ωB97M-V/def2-TZVPD.

The HOMO-LUMO gap comes out at 0.3104 Eh. For the HOMO energy, the calculation gives -12.361 eV. Its spin multiplicity is 1. The net charge is +1.

Each line ends with the Löwdin charge.
Atoms and positions in Å:
H  -2.86  1.21  -0.10  0.1784
H  0.83  -1.36  -1.16  0.1003
C  0.94  0.16  0.05  -0.4740
O  -0.92  1.61  -2.03  0.2319
N  -1.94  0.89  0.01  0.0620
H  -2.39  -0.55  1.57  0.1105
H  -1.44  0.90  1.87  0.0657
N  1.56  -0.67  -1.00  0.0317
H  1.92  -0.17  -1.88  0.2057
H  2.30  -1.25  -0.49  0.1791
H  1.79  0.56  0.66  0.0686
C  -1.62  0.15  1.20  -0.4465
C  -1.21  1.19  -0.98  -0.1975
S  -0.21  -0.91  1.00  0.8840



Stability, lowest: run ii



Run i
This record from OMol25 describes a cluster of 2 separate species, C3H8OS2 in total. The level of theory is ωB97M-V/def2-TZVPD.

The HOMO-LUMO gap comes out at 0.3449 Eh. Its SMILES is C=CO.CSS. For the HOMO energy, the calculation gives -9.061 eV. Its spin multiplicity is 1.

Each line ends with the Löwdin charge.
Atoms and positions in Å:
C  2.41  -2.92  -1.36  -0.3033
H  2.87  -1.38  -2.29  0.0931
H  1.87  -3.95  0.46  0.0790
S  -3.60  1.55  0.89  0.2748
H  -1.53  3.66  2.12  0.0308
H  -2.37  3.94  0.43  0.0267
O  2.11  -1.97  -2.29  -0.0076
H  -0.56  3.83  0.42  0.0215
S  -1.46  1.77  0.89  0.3409
H  3.43  -3.03  -1.32  0.0799
H  -3.86  1.74  2.22  -0.1869
H  0.54  -3.45  -0.68  0.0554
C  -1.46  3.59  1.00  -0.5085
C  1.59  -3.39  -0.48  0.0042



Run ii
This record from OMol25 describes a cluster of 2 separate species, C3H8OS2 in total. The level of theory is ωB97M-V/def2-TZVPD.

The HOMO-LUMO gap comes out at 0.3281 Eh. Its SMILES is C1CSSC1.O. For the HOMO energy, the calculation gives -8.297 eV. Its spin multiplicity is 1.

Each line ends with the Löwdin charge.
Atoms and positions in Å:
H  0.55  -0.49  2.44  0.0731
S  -1.16  0.76  1.30  0.5029
H  -0.38  -1.53  -0.43  0.1041
O  -1.40  1.55  -2.09  -0.1602
C  0.40  -1.18  0.26  -0.2866
H  1.16  -1.98  0.34  0.1076
H  0.76  -0.08  -1.61  0.0767
H  2.09  0.03  -0.43  0.0742
C  -0.20  -0.75  1.66  -0.5170
H  -1.31  2.48  -1.76  0.0276
S  0.31  1.61  0.17  0.5083
H  -0.93  1.00  -1.42  -0.0924
C  0.99  0.05  -0.54  -0.4938
H  -0.90  -1.48  2.11  0.0757



Stability, lowest: run i



Run i
This record from OMol25 describes an isolated molecule of C3H8OS2. The level of theory is ωB97M-V/def2-TZVPD.

The HOMO-LUMO gap comes out at 0.3232 Eh. Its SMILES is OCCCSS. For the HOMO energy, the calculation gives -8.444 eV. Its spin multiplicity is 1.

Each line ends with the Löwdin charge.
Atoms and positions in Å:
H  1.65  -2.21  0.85  0.0715
C  -0.69  0.68  -0.30  -0.6579
S  -2.34  0.61  0.25  0.4785
O  2.05  -1.90  0.03  -0.0868
C  0.09  -0.59  0.13  -0.2908
S  -2.65  2.58  0.95  0.3449
H  -0.21  1.64  -0.06  0.0629
C  1.30  -0.92  -0.68  -0.2734
H  1.09  -1.38  -1.68  0.1330
H  -1.43  2.82  1.27  -0.2418
H  -0.54  0.67  -1.41  0.0900
H  0.31  -0.47  1.28  0.1473
H  1.97  -0.07  -0.84  0.1202
H  -0.59  -1.45  0.21  0.1025



Run ii
This record from OMol25 describes an isolated molecule of C3H8OS2. The level of theory is ωB97M-V/def2-TZVPD.

The HOMO-LUMO gap comes out at 0.3631 Eh. Its SMILES is OC[C@@H](S)CS. For the HOMO energy, the calculation gives -9.303 eV. Its spin multiplicity is 1.

Each line ends with the Löwdin charge.
Atoms and positions in Å:
H  0.55  2.33  0.62  -0.1288
C  -1.29  -0.72  -0.31  -0.3179
H  -2.90  0.40  -0.54  0.1271
H  -1.41  -1.01  0.85  0.1479
H  1.57  0.81  1.02  0.0508
S  -0.76  2.01  0.45  0.7120
H  0.68  -0.80  1.22  0.0772
C  -0.14  0.45  -0.33  -0.6785
H  -0.97  -1.64  -0.82  0.1187
C  1.10  -0.09  0.46  -0.6033
H  3.34  -1.42  0.24  -0.0776
H  0.27  0.83  -1.25  0.0587
O  -2.50  -0.47  -0.91  -0.0935
S  2.47  -0.68  -0.70  0.6071



Run iii
This record from OMol25 describes an isolated molecule of C3H8OS2. The level of theory is ωB97M-V/def2-TZVPD.

The HOMO-LUMO gap comes out at 0.3610 Eh. Its SMILES is OC(CS)CS. For the HOMO energy, the calculation gives -9.134 eV. Its spin multiplicity is 1.

Each line ends with the Löwdin charge.
Atoms and positions in Å:
S  -0.73  0.36  -2.43  0.7007
C  -0.05  -0.66  0.18  -0.4528
H  -2.12  -0.85  -0.95  0.0842
H  -1.54  1.42  -2.60  -0.1530
S  2.14  0.44  1.59  0.7328
H  -1.57  0.67  -0.18  0.0499
H  -0.08  1.29  1.18  0.0631
C  0.60  0.67  0.64  -0.5320
H  -0.49  -1.13  1.00  0.1118
H  1.64  -1.61  0.23  -0.0134
O  0.95  -1.54  -0.35  -0.0451
H  1.53  -0.20  2.62  -0.1237
H  0.95  1.31  -0.18  0.0624
C  -1.23  -0.17  -0.75  -0.4852



Run iv
This record from OMol25 describes a cluster of 2 separate species, C3H8OS2 in total. The level of theory is ωB97M-V/def2-TZVPD.

The HOMO-LUMO gap comes out at 0.3265 Eh. Its SMILES is C=CO.CSS. For the HOMO energy, the calculation gives -8.533 eV. Its spin multiplicity is 1.

Each line ends with the Löwdin charge.
Atoms and positions in Å:
H  1.13  -0.39  -2.26  0.0430
H  1.80  -1.06  2.54  -0.2540
S  1.90  -1.17  -0.12  0.3438
S  0.89  -0.72  1.70  0.3121
O  -2.37  0.63  0.42  -0.0311
H  0.43  0.55  -0.84  -0.0615
C  1.29  0.17  -1.31  -0.4456
H  -2.05  -0.16  -0.02  0.0928
H  -2.68  2.13  -2.59  0.0448
C  -2.74  1.49  -0.54  -0.2885
H  2.04  1.03  -1.46  0.0668
C  -2.11  1.64  -1.78  -0.0004
H  -1.07  1.28  -2.03  0.0383
H  -3.84  1.90  -0.40  0.1393



Stability, lowest: run iv